Entry 1:
This record from the Open Molecules 2025 dataset describes C39H46BeBrN3O4Si as an isolated structure. The level of theory is ωB97M-V/def2-TZVPD.

Geometry (Å):
Be -2.80797 -0.71202 -1.47646
C -4.12474 -0.41719 -4.86290
C -2.65340 -0.28659 -4.97375
C -2.02002 0.61289 -5.84396
C -0.66903 0.81865 -5.81465
C 0.11832 0.10672 -4.92211
C -0.48895 -0.83277 -4.07313
C 0.44586 -1.59672 -3.12012
C -1.89478 -0.91130 -4.01981
N -2.47049 -1.56446 -2.92190
C -2.50059 -2.96155 -2.78996
O -2.23944 -3.83342 -3.58386
C -2.90568 -3.24531 -1.41146
C -3.11780 -4.56445 -0.99842
C -3.40236 -4.80367 0.34352
C -3.33360 -3.72155 1.22292
C -3.05911 -2.42141 0.71516
N -2.85893 -2.18188 -0.54889
C -2.80285 -1.29940 1.70550
O -3.56185 -0.28182 1.78561
N -1.68604 -1.61697 2.33155
C -0.92758 -1.13053 3.33848
C -0.08596 -2.09150 4.04343
C -0.14223 -3.59325 3.74176
C 0.77053 -1.77429 5.09812
C 0.70130 -0.48107 5.60510
C -0.09058 0.45723 4.98543
C -0.96961 0.21977 3.90556
C -1.84632 1.30700 3.36137
H -4.58857 -0.40820 -5.84100
H -4.57393 0.46105 -4.36574
H -4.52337 -1.31931 -4.38116
H -2.67041 1.11202 -6.54771
H -0.24386 1.60204 -6.44286
H 1.18352 0.10952 -5.02054
H 1.48875 -1.44005 -3.40336
H 0.17939 -2.63945 -2.87446
H 0.47010 -1.10240 -2.10235
H -3.04851 -5.34825 -1.79159
H -3.65705 -5.77005 0.73731
H -3.47899 -3.87816 2.31348
H -0.53881 -3.83795 2.73288
H -0.75069 -4.13513 4.52316
H 0.88019 -3.95967 3.78500
H 1.26784 -2.58134 5.62633
H 1.22292 -0.19599 6.51727
H -0.01153 1.52740 5.31840
H -2.89710 0.91395 3.22732
H -1.55143 1.81540 2.41741
H -1.88715 2.16053 4.15949
Br -0.48153 3.44662 0.19258
C -2.40684 3.35183 0.46098
C -2.91083 4.31949 1.34596
C -4.26046 4.52272 1.34455
C -5.12527 3.83349 0.50905
C -4.67958 2.72787 -0.12835
C -3.29391 2.40558 -0.10967
C -2.99765 1.13484 -0.74981
O -3.95501 0.45481 -1.25208
O -1.77128 0.70516 -0.91953
H -2.22372 4.92321 1.95161
H -4.74951 5.24399 1.93405
H -6.24057 4.04778 0.41336
H -5.32056 1.97431 -0.58549
C 1.63794 0.65762 -0.17369
Si 3.50529 0.51260 -0.47660
C 4.53569 2.15534 -0.75096
C 3.55926 3.18613 -1.45467
C 5.12029 2.81304 0.58748
C 5.63154 1.77444 -1.84737
C 4.21745 -0.45107 1.01213
C 3.77106 0.19181 2.29516
C 3.71999 -1.93455 0.88882
C 5.74557 -0.61578 1.07600
H 1.36987 1.51490 0.47591
H 1.31840 -0.25332 0.38994
H 1.02967 0.72981 -1.08804
H 2.76877 3.53200 -0.77199
H 3.11398 2.65422 -2.30906
H 4.18172 4.03909 -1.79007
H 4.29220 3.25988 1.17126
H 5.75920 3.66625 0.29844
H 5.61953 2.08575 1.27905
H 5.14303 1.36859 -2.73109
H 6.38951 1.04646 -1.54196
H 6.14398 2.73627 -2.14061
H 2.71573 0.02529 2.57725
H 4.00187 1.30969 2.38527
H 4.37954 -0.32481 3.07657
H 2.79704 -2.12460 1.40410
H 4.47463 -2.63124 1.26388
H 3.59224 -2.21796 -0.15607
H 6.31868 0.31606 1.08455
H 6.00736 -1.19667 0.16082
H 5.90828 -1.20206 1.98892

Multiplicity   1
Total charge   -2
Gap between HOMO and LUMO   0.1130 hartree
HOMO   0.997 eV



Entry 2:
This record from the Open Molecules 2025 dataset describes C39H46Br2N2OPSiV as an isolated structure. The level of theory is ωB97M-V/def2-TZVPD.

Geometry (Å):
V 0.02314 -0.04744 -0.18928
Br 3.96253 2.64725 -0.17661
C 2.95408 1.92828 1.21803
C 3.24660 2.32078 2.54353
C 2.57072 1.78791 3.60484
Br 2.99518 2.35251 5.34209
C 1.54524 0.81774 3.39568
C 0.81640 0.18782 4.42282
C -0.15791 -0.73088 4.12267
C -0.43693 -1.00277 2.78196
N 0.22904 -0.43708 1.79043
C 1.24478 0.44576 2.06847
C 1.97077 1.00248 0.97597
O 1.68738 0.57582 -0.30567
H 4.02482 3.05371 2.70339
H 1.03657 0.43646 5.45248
H -0.72065 -1.22714 4.89853
H -1.23037 -1.68363 2.49690
C -3.18470 -2.68849 -2.34742
C -1.86032 -3.37244 -1.96348
C -1.85742 -3.54988 -0.43153
C -1.84578 -4.76070 -2.62020
P -0.42817 -2.32107 -2.51641
N -0.34651 -1.03126 -1.45756
C -0.71866 -1.56005 -4.17991
C -1.90358 -0.57398 -4.10377
C 0.53355 -0.77408 -4.59991
C -1.02213 -2.60504 -5.26552
C 1.20780 -3.18990 -2.37061
C 1.25844 -4.04850 -1.09589
C 2.36819 -2.18475 -2.24413
C 1.45710 -4.08049 -3.59685
H -3.99268 -3.27845 -1.91489
H -3.34515 -2.66534 -3.42177
H -3.26635 -1.67414 -1.95704
H -2.86415 -3.83781 -0.12841
H -1.60675 -2.63148 0.10344
H -1.18265 -4.33237 -0.09977
H -2.72194 -5.29846 -2.25481
H -0.97087 -5.35281 -2.35845
H -1.92230 -4.71377 -3.70496
H -1.94233 -0.01004 -3.17179
H -2.86007 -1.06772 -4.25114
H -1.77899 0.14776 -4.91002
H 0.82336 -0.02613 -3.85960
H 0.28509 -0.23878 -5.51657
H 1.38003 -1.42080 -4.81959
H -1.91788 -3.18549 -5.05289
H -0.19105 -3.28498 -5.45230
H -1.21211 -2.05680 -6.18937
H 1.00946 -3.47099 -0.20282
H 2.28614 -4.39430 -0.98228
H 0.62422 -4.93112 -1.13629
H 2.32226 -1.63045 -1.31099
H 2.44136 -1.47759 -3.06326
H 3.28880 -2.76987 -2.23234
H 0.62230 -4.73512 -3.84299
H 2.31430 -4.71634 -3.37311
H 1.70790 -3.49303 -4.47836
C 0.36868 3.36793 -5.18368
C -0.98692 3.32482 -4.89540
C -1.41346 2.92639 -3.63906
C -0.49235 2.58164 -2.64511
C 0.87400 2.63257 -2.95557
C 1.29971 3.01860 -4.21476
Si -1.08508 2.10128 -0.95150
C -0.47257 3.14792 0.45747
C -0.99180 2.92464 1.74259
C -0.53824 3.65117 2.83095
C 0.43361 4.62666 2.64931
C 0.94643 4.87446 1.38416
C 0.50427 4.13631 0.29809
C -2.87388 1.64071 -0.73024
C -3.87097 2.61722 -0.84393
C -5.19402 2.31904 -0.56366
C -5.54793 1.04422 -0.14154
C -4.57504 0.06471 -0.00683
C -3.25385 0.36827 -0.30592
H 0.70258 3.67847 -6.16438
H -1.70932 3.60398 -5.64983
H -2.47797 2.88316 -3.43843
H 1.61233 2.35942 -2.21039
H 2.35609 3.05010 -4.44451
H -1.78286 2.19383 1.88591
H -0.95961 3.48309 3.81310
H 0.77747 5.20911 3.49454
H 1.68692 5.65009 1.24139
H 0.90494 4.35411 -0.68383
H -3.61651 3.62588 -1.14790
H -5.95062 3.08439 -0.66601
H -6.58176 0.81956 0.08180
H -4.84715 -0.93201 0.31513
H -2.53363 -0.45189 -0.23455

Multiplicity   1
Total charge   +2
Gap between HOMO and LUMO (spin up / spin down)   0.2529 / 0.2528 hartree
HOMO (spin up / spin down)   -13.776 / -13.775 eV



Entry 3:
This record from the Open Molecules 2025 dataset describes C39H46ClN8O2SSm as an isolated structure. The level of theory is ωB97M-V/def2-TZVPD.

Geometry (Å):
Sm -0.41073 -0.25112 2.34471
C 5.45255 -0.56134 -2.45915
C 5.04924 0.54957 -1.63586
C 4.72794 1.63140 -2.53681
C 4.87669 1.19826 -3.82461
C 5.27713 -0.14165 -3.79668
H 5.81367 -1.56480 -2.18842
H 4.97087 0.60840 -0.56400
H 4.49419 2.66718 -2.25126
H 4.64323 1.66734 -4.78317
H 5.36325 -0.88932 -4.64033
C 3.52317 -0.03042 4.15185
N 3.15338 -1.38409 3.82347
C 2.94186 -2.22807 4.99707
C 1.79524 -3.07466 4.65527
N 1.58887 -2.87213 3.17739
C 0.70929 -3.86743 2.53611
C 2.21794 -1.67662 2.84869
N 1.78606 -0.94515 1.78035
C 2.62898 0.03401 1.09492
C 2.39429 1.52450 1.36307
N 1.07914 1.78431 1.90143
C 0.77523 3.03928 2.15562
N -0.51048 3.39882 2.46778
C -1.53502 2.56291 3.08499
C -0.69984 4.75821 2.52340
C 0.64995 5.37023 2.01472
N 1.52150 4.16712 1.97104
C 2.97091 4.27553 1.95090
H 4.08851 0.00948 5.10896
H 2.64905 0.56330 4.21949
H 4.16467 0.35802 3.33996
H 2.80585 -1.72486 5.90599
H 3.88669 -2.77945 5.18200
H 0.87873 -2.80977 5.19753
H 1.89958 -4.18399 4.87973
H -0.19361 -4.06391 3.17270
H 1.20081 -4.84865 2.47465
H 0.36882 -3.47453 1.57423
H 2.42135 -0.09444 0.00600
H 3.69101 -0.16598 1.25447
H 2.47598 2.18801 0.49494
H 3.08432 1.79069 2.14546
H -1.03477 1.77976 3.78308
H -2.10969 1.99964 2.30094
H -2.23326 3.29058 3.62493
H -0.79385 5.29016 3.50679
H -1.44359 5.19533 1.90725
H 1.12957 6.00915 2.74518
H 0.61342 5.79998 1.03198
H 3.42489 4.07446 0.93835
H 3.43472 3.62410 2.69970
H 3.19476 5.31024 2.21987
S -0.01539 0.04686 4.79815
Cl 1.64128 1.42765 -7.03144
C 0.56671 1.92541 -5.73672
C -0.26071 3.02940 -6.07746
C -1.17124 3.46929 -5.11967
C -1.26630 2.84873 -3.87724
C -0.44625 1.80234 -3.50831
C 0.50708 1.26217 -4.43892
C 1.22272 0.15620 -4.07311
H -0.12964 3.45075 -7.06698
H -1.83567 4.30544 -5.30657
H -1.91747 3.29132 -3.14422
H -0.55672 1.37631 -2.47948
H 1.36849 -0.03716 -3.02040
H 1.72684 -0.47131 -4.75663
O -3.44317 1.79821 0.17373
C -3.31814 0.58792 0.13683
N -3.96332 -0.34073 -0.59063
C -3.43700 -1.72840 -0.55685
C -2.30402 -1.40639 0.61047
O -1.38830 -2.24851 0.95015
N -2.35626 -0.11659 1.02498
C -4.48597 -2.67733 0.03781
C -5.49344 -2.16470 0.86315
C -6.55197 -2.99552 1.25255
C -6.49904 -4.37029 1.06017
C -5.46268 -4.90055 0.24538
C -4.48217 -4.05488 -0.28946
C -2.93430 -2.10096 -1.93961
C -3.87501 -2.68469 -2.79955
C -3.41645 -3.03919 -4.03010
C -2.13315 -2.75489 -4.54502
C -1.27664 -2.11919 -3.69361
C -1.67748 -1.68834 -2.41825
H -4.45392 -0.08115 -1.39388
H -5.47192 -1.10603 1.18288
H -7.45946 -2.53893 1.61706
H -7.23508 -5.00634 1.55439
H -5.36948 -6.01197 0.16434
H -3.67041 -4.49817 -0.93654
H -4.93467 -2.85151 -2.54833
H -4.20226 -3.39268 -4.70838
H -1.82669 -3.07926 -5.55094
H -0.26541 -1.99203 -4.11205
H -0.89837 -1.20790 -1.79839

Multiplicity   6
⟨S²⟩   8.767
Total charge   -2
Gap between HOMO and LUMO (spin up / spin down)   0.1125 / 0.1124 hartree
HOMO (spin up / spin down)   0.517 / 0.517 eV